An isolated molecule of C4HNO2. Source: the OMol25 dataset; level of theory: the ωB97M-V functional and the def2-TZVPD basis.

XYZ file:
```
8
Properties=species:S:1:pos:R:3:forces:R:3:lowdin_charge:R:1
N 2.345249 1.928113 -2.185243 -4.94 -2.47 2.42 0.17
C 1.432535 1.384017 -1.602451 5.42 2.17 -2.06 -0.19
C 0.790415 0.628829 -0.635478 -2.18 -0.32 2.14 -0.02
C 0.137638 0.172657 0.311943 1.05 -1.27 -1.22 0.13
C -0.535300 -0.975819 1.106796 1.60 -2.52 -0.04 -0.42
O 0.097405 -1.945207 1.632799 -3.16 5.04 -2.25 0.08
O -1.904469 -0.964604 0.971999 0.16 1.12 -0.56 0.06
H -2.363474 -0.227985 0.399636 2.05 -1.76 1.58 0.18
```
Forces are in eV/Å.

E = -9745.5480 eV
SMILES = N#CC#CC(=O)O
relative energy (zero: lowest compared OMol25 entry of this formula, charge and spin) = 110.6 kJ/mol
total charge = 0
molecular weight = 95.06 Da